Record 1
7
Properties=species:S:1:pos:R:3:mulliken_charge:R:1 method="wB97M-V/def2-TZVPD" de_lowest_kj_mol=136.2 e_homo_ev=-9.896 max_force_ev_per_a=2.43 total_energy_ev=-9482.205 smiles="N/C(F)=N/F" charge=0
C -0.39763 -0.42001 -1.46905 0.664
N -1.00227 -1.48528 -1.72932 -0.399
N -0.01882 -0.02127 -0.23971 -0.412
F 0.26089 0.40000 -2.29885 -0.215
F -1.28015 -1.59877 -3.02800 -0.129
H -0.66562 -0.08690 0.53302 0.254
H 0.58401 0.79184 -0.33564 0.237


Record 2
22
Properties=species:S:1:pos:R:3:mulliken_charge:R:1 method="wB97M-V/def2-TZVPD" de_lowest_kj_mol=222.2 e_homo_ev=-2.650 max_force_ev_per_a=6.04 total_energy_ev=-10995.303 charge=-1
C -0.23072 1.65548 1.25261 -0.936
N 0.68234 0.53002 1.20752 -0.351
C -1.87903 -1.58772 1.11257 -1.131
C -1.10022 -0.96075 -0.01549 -0.696
C 0.40044 -0.65050 0.37474 0.130
C 1.22266 -0.79567 -1.07234 -0.470
O 0.49141 -0.46457 -2.03963 -0.887
H 0.00442 2.26287 0.41298 0.266
H 0.05215 2.30519 2.08063 0.284
H -1.17837 1.28133 1.19144 0.393
H 1.61739 0.79999 1.04446 0.300
H -3.03011 -1.51395 1.03693 0.282
H -1.49705 -2.49007 1.36336 0.420
H -1.66931 -0.82500 1.96586 0.200
H -0.91197 -1.58905 -0.88611 0.375
H -1.55642 -0.06933 -0.48396 0.355
H 0.74253 -1.54756 0.97407 0.100
H 1.92257 0.04899 -0.85856 0.089
H 1.72834 -1.79087 -0.92642 0.300
H 1.93931 1.97011 -3.00969 0.245
H 0.95857 1.23674 -2.27035 0.435
O 1.29107 2.19432 -2.45462 -0.703